Formula: C2H13NO4
Source: the Open Molecules 2025 dataset
Level of theory: the ωB97M-V functional and the def2-TZVPD basis

For the energy relative to the best compared isomer or geometry (same formula, charge and spin), the calculation gives 2.356 eV. As for the max |F|: 5.18 eV/Å. The HOMO energy comes out at -9.98 eV. Its SMILES is C=CN.O.O.O.O.

Each line ends with the Mulliken charge.
Geometry (Å):
C1 1.406 0.646 1.165  -0.55
C2 1.630 1.950 1.437  -0.06
N1 0.477 2.887 1.584  -0.60
H1 0.399 0.454 0.851  0.11
H2 2.143 -0.165 1.062  0.25
H3 2.611 2.511 1.638  0.28
H4 0.447 3.378 0.634  0.29
H5 0.729 3.424 2.459  0.29
H6 0.107 -4.487 -1.887  0.37
H7 -1.228 -5.170 -2.282  0.29
O1 -0.467 -5.243 -1.813  -0.63
H8 -1.662 1.506 -0.386  0.33
H9 -1.876 0.760 -1.775  0.27
O2 -1.393 1.305 -1.260  -0.61
H10 -1.136 2.355 1.799  0.41
H11 -1.908 1.687 2.927  0.30
O3 -2.019 1.875 1.918  -0.72
H12 1.780 -2.682 -2.796  0.33
H13 1.236 -2.413 -1.346  0.34
O4 0.980 -2.554 -2.294  -0.70

***

Formula: C5H8N2
Source: the Open Molecules 2025 dataset
Level of theory: the ωB97M-V functional and the def2-TZVPD basis

For the energy relative to the best compared isomer or geometry (same formula, charge and spin), the calculation gives 4.278 eV. As for the max |F|: 3.87 eV/Å. The HOMO energy (alpha / beta) comes out at -6.99 / -6.99 eV.

Each line ends with the Mulliken charge.
Geometry (Å):
C1 1.258 -1.334 0.025  -0.23
C2 1.320 1.179 0.055  -0.42
C3 2.054 -0.240 -0.032  -0.30
C4 -0.351 0.998 -0.074  -0.24
C5 -2.238 -0.480 0.049  -0.89
N1 -0.091 -1.425 0.058  -0.94
N2 -0.815 -0.279 -0.015  0.64
H1 1.747 -2.268 -0.025  0.39
H2 1.258 1.902 1.006  0.20
H3 1.753 1.735 -0.843  0.25
H4 3.185 -0.134 -0.174  0.26
H5 -1.142 1.763 -0.028  0.35
H6 -2.660 0.066 -0.849  0.34
H7 -2.477 -1.608 0.022  0.28
H8 -2.802 0.123 0.824  0.31

***

Formula: C22H14Cl44INO4
Source: the Open Molecules 2025 dataset
Level of theory: the ωB97M-V functional and the def2-TZVPD basis

For the energy relative to the best compared isomer or geometry (same formula, charge and spin), the calculation gives 0.000 eV. As for the max |F|: 3.13 eV/Å. The HOMO energy comes out at -9.22 eV. Its SMILES is C[C@@H](I)CN(O)C(=O)OCOc1ccccc1.ClC(Cl)(Cl)Cl.ClC(Cl)(Cl)Cl.ClC(Cl)(Cl)Cl.ClC(Cl)(Cl)Cl.ClC(Cl)(Cl)Cl.ClC(Cl)(Cl)Cl.ClC(Cl)(Cl)Cl.ClC(Cl)(Cl)Cl.ClC(Cl)(Cl)Cl.ClC(Cl)(Cl)Cl.ClC(Cl)(Cl)Cl.

Each line ends with the Mulliken charge.
Geometry (Å):
C1 4.743 2.120 0.270  -1.11
C2 3.231 2.272 0.539  -0.01
I1 2.686 4.251 -0.191  0.12
C3 2.379 1.237 -0.221  -0.72
N1 2.260 -0.083 0.433  0.57
O1 3.211 -0.282 1.445  -0.10
C4 0.930 -0.376 0.863  0.10
O2 0.464 -1.478 0.657  -0.63
O3 0.240 0.589 1.520  -0.23
C5 -1.092 0.191 1.835  0.01
O4 -1.776 1.373 2.240  -0.46
C6 -2.595 1.820 1.201  0.20
C7 -3.960 1.811 1.342  -0.58
C8 -4.776 2.251 0.301  -0.10
C9 -4.168 2.663 -0.890  -0.68
C10 -2.788 2.663 -1.002  -0.95
C11 -1.984 2.262 0.040  0.15
H1 4.956 1.900 -0.785  0.36
H2 5.198 1.358 0.918  0.18
H3 5.275 3.055 0.496  0.45
H4 3.081 2.245 1.622  0.35
H5 2.909 1.062 -1.174  0.31
H6 1.393 1.626 -0.500  0.17
H7 2.808 -0.173 2.321  0.12
H8 -1.142 -0.540 2.652  0.45
H9 -1.635 -0.226 0.981  -0.11
H10 -4.436 1.478 2.262  0.38
H11 -5.882 2.282 0.394  0.54
H12 -4.712 3.014 -1.756  0.44
H13 -2.307 2.984 -1.926  0.60
H14 -0.899 2.272 -0.032  0.54
C12 -3.496 -3.148 -0.211  0.18
Cl1 -4.075 -3.863 1.298  -0.07
Cl2 -3.396 -1.390 -0.030  0.00
Cl3 -1.892 -3.785 -0.593  0.01
Cl4 -4.617 -3.544 -1.520  -0.11
C13 -2.812 -7.517 3.287  0.28
Cl5 -2.146 -6.962 1.747  0.01
Cl6 -1.521 -8.203 4.278  -0.08
Cl7 -3.536 -6.141 4.129  -0.08
Cl8 -4.038 -8.767 2.969  -0.13
C14 -5.858 -8.404 7.138  0.30
Cl9 -4.606 -7.638 8.126  -0.11
Cl10 -6.274 -9.978 7.830  -0.10
Cl11 -7.297 -7.374 7.109  -0.11
Cl12 -5.252 -8.621 5.489  0.01
C15 -8.205 4.461 -0.742  0.30
Cl13 -9.249 3.201 -1.412  -0.11
Cl14 -8.769 4.898 0.876  -0.11
Cl15 -6.540 3.850 -0.640  -0.16
Cl16 -8.257 5.889 -1.789  -0.11
C16 5.131 -2.243 -1.241  0.10
Cl17 6.096 -1.606 0.103  -0.10
Cl18 5.906 -3.701 -1.882  0.05
Cl19 3.510 -2.629 -0.671  -0.02
Cl20 5.030 -1.021 -2.517  -0.07
C17 -0.498 7.360 -1.101  0.22
Cl21 -1.184 8.385 0.165  -0.11
Cl22 -0.830 8.078 -2.683  -0.02
Cl23 1.253 7.229 -0.867  -0.11
Cl24 -1.226 5.750 -1.016  -0.02
C18 7.861 1.617 -3.704  0.29
Cl25 9.249 1.001 -4.611  -0.10
Cl26 6.431 1.627 -4.749  -0.11
Cl27 7.556 0.577 -2.311  -0.01
Cl28 8.199 3.263 -3.153  -0.10
C19 7.786 -6.205 -4.288  0.37
Cl29 8.087 -4.525 -4.747  -0.08
Cl30 7.045 -6.255 -2.681  -0.11
Cl31 6.694 -6.951 -5.461  -0.09
Cl32 9.315 -7.092 -4.258  -0.10
C20 3.621 1.146 5.501  0.28
Cl33 5.107 0.527 4.771  -0.09
Cl34 3.696 2.907 5.596  -0.09
Cl35 2.237 0.673 4.497  -0.01
Cl36 3.427 0.471 7.120  -0.10
C21 -2.837 11.088 -4.507  0.36
Cl37 -1.884 11.780 -3.189  -0.08
Cl38 -2.015 9.653 -5.137  -0.10
Cl39 -4.434 10.631 -3.903  -0.09
Cl40 -3.013 12.280 -5.800  -0.10
C22 -0.799 -7.153 -3.211  0.24
Cl41 -1.519 -5.937 -4.274  -0.09
Cl42 -1.338 -6.871 -1.551  0.02
Cl43 -1.304 -8.766 -3.731  -0.10
Cl44 0.963 -7.032 -3.286  -0.08

***

Formula: C6H23HfO11S
Source: the Open Molecules 2025 dataset
Level of theory: the ωB97M-V functional and the def2-TZVPD basis

As for the net charge: -1. As for the max |F|: 7.32 eV/Å. The HOMO energy comes out at -4.62 eV.

Each line ends with the Mulliken charge.
Geometry (Å):
Hf1 -27.545 5.670 -0.868  1.48
S1 -28.091 8.133 -3.221  1.21
O1 -29.366 7.447 -3.361  -0.78
O2 -27.248 7.361 -2.216  -0.41
O3 -27.399 8.084 -4.534  -0.73
O4 -28.183 9.510 -2.778  -0.66
C1 -27.692 5.273 3.625  -1.17
C2 -27.160 6.333 2.658  0.54
C3 -25.698 6.607 2.853  -0.94
O5 -27.588 6.178 1.354  -0.95
H1 -27.221 5.401 4.602  0.35
H2 -27.336 4.322 3.217  0.23
H3 -28.765 5.300 3.804  0.32
H4 -27.588 7.273 3.051  0.16
H5 -25.352 7.089 3.763  0.44
H6 -25.290 7.257 2.073  0.02
H7 -25.237 5.647 2.575  0.15
C4 -25.804 1.324 -0.936  -1.53
C5 -26.094 2.481 -0.010  0.70
C6 -24.786 3.155 0.494  -0.47
O6 -26.914 3.366 -0.715  -0.83
H8 -25.306 1.623 -1.860  0.30
H9 -26.731 0.801 -1.161  0.37
H10 -25.065 0.737 -0.379  0.37
H11 -26.641 2.069 0.848  0.17
H12 -24.117 2.439 0.982  0.54
H13 -24.975 3.928 1.238  -0.29
H14 -24.190 3.553 -0.328  -0.05
O7 -25.341 6.009 -0.622  0.63
H15 -24.581 5.647 -0.166  -0.09
O8 -23.371 6.612 -2.645  -0.62
H16 -23.938 6.355 -1.895  0.37
H17 -22.471 6.520 -2.318  0.29
O9 -26.191 5.016 -2.871  -0.48
H18 -25.863 4.560 -3.650  0.24
H19 -25.417 5.420 -2.448  0.19
O10 -22.119 4.631 0.933  -0.59
H20 -22.357 4.436 0.021  0.32
H21 -21.474 3.957 1.164  0.29
O11 -24.722 8.760 -0.044  -0.64
H22 -23.945 8.689 0.518  0.28
H23 -24.906 7.844 -0.328  0.24

***

Formula: H3NO2S
Source: the Open Molecules 2025 dataset
Level of theory: the ωB97M-V functional and the def2-TZVPD basis

For the energy relative to the best compared isomer or geometry (same formula, charge and spin), the calculation gives 4.397 eV. As for the max |F|: 1.89 eV/Å. The HOMO energy (alpha / beta) comes out at -10.31 / -11.20 eV.

Each line ends with the Mulliken charge.
Geometry (Å):
N1 -0.662 -0.378 -0.856  -0.51
O1 1.350 -1.128 0.479  -0.41
O2 1.358 1.251 -0.235  -0.44
S1 0.623 0.084 0.257  0.74
H1 -1.295 0.421 -1.061  0.30
H2 -0.120 -0.725 -1.650  0.29
H3 -1.255 0.474 3.067  0.03

***

Formula: C5H13N2
Source: the Open Molecules 2025 dataset
Level of theory: the ωB97M-V functional and the def2-TZVPD basis

For the energy relative to the best compared isomer or geometry (same formula, charge and spin), the calculation gives 2.987 eV. As for the net charge: +2. Its expectation value of S² is 0.75. As for the max |F|: 4.24 eV/Å. As for the spin multiplicity: 2. The HOMO energy (alpha / beta) comes out at -20.03 / -20.03 eV.

Each line ends with the Mulliken charge.
Geometry (Å):
C1 -1.571 -0.055 0.544  -0.79
N1 -2.573 0.307 -0.561  -0.14
C2 -0.301 -0.674 -0.078  -0.05
N2 0.245 0.396 -1.020  -0.22
C3 1.560 1.006 -0.412  -0.59
C4 2.090 -0.214 0.369  -0.52
C5 0.820 -0.808 0.978  -0.70
H1 -2.120 -0.824 1.094  0.38
H2 -1.324 0.857 1.074  0.47
H3 -3.418 0.720 -0.131  0.38
H4 -2.905 -0.525 -1.079  0.36
H5 -0.582 -1.631 -0.525  0.41
H6 -0.432 1.109 -1.311  0.41
H7 0.492 0.079 -1.965  0.39
H8 1.373 1.801 0.337  0.31
H9 1.971 1.575 -1.250  0.43
H10 2.597 -0.875 -0.352  0.32
H11 2.737 -0.081 1.236  0.38
H12 0.966 -1.861 1.201  0.39
H13 0.376 -0.301 1.851  0.39